(1)
{
  "formula": "C4H4N2",
  "method": "ωB97M-V/def2-TZVPD",
  "elements": ["C", "C", "C", "N", "N", "C", "H", "H", "H", "H"],
  "positions_angstrom": [[-0.946, -0.040, -0.490], [0.119, -0.928, -0.515], [1.211, -0.641, 0.311], [1.295, 0.492, 1.025], [0.343, 1.409, 0.928], [-0.765, 1.156, 0.215], [-1.870, -0.321, -0.998], [0.061, -1.790, -1.182], [2.063, -1.317, 0.445], [-1.500, 1.969, 0.228]],
  "atomic_forces_ev_per_a": [[0.3, -0.1, 0.1], [-0.2, 0.2, 0.1], [-0.1, 0.4, 0.0], [-0.2, -0.3, -0.4], [-0.4, -0.3, -0.3], [0.3, -0.2, 0.2], [0.2, 0.5, 0.0], [0.2, 0.0, 0.5], [-0.4, 0.2, -0.2], [0.2, -0.4, 0.0]],
  "e_above_lowest_kcal_mol": 24.7,
  "gap_ev": 9.84
}



(2)
{
  "formula": "C25H26ClN4O4PtS2",
  "method": "ωB97M-V/def2-TZVPD",
  "elements": ["Pt", "O", "N", "C", "C", "C", "C", "C", "S", "H", "H", "H", "H", "O", "S", "O", "N", "C", "O", "C", "C", "C", "C", "C", "C", "H", "H", "H", "H", "Cl", "C", "C", "C", "C", "C", "C", "C", "H", "H", "H", "H", "H", "H", "C", "C", "N", "C", "C", "N", "C", "C", "H", "H", "H", "H", "H", "H", "H", "H", "H", "H", "H", "H"],
  "positions_angstrom": [[0.231, -0.576, 0.969], [-1.276, -2.233, 0.432], [-2.430, -1.824, -0.083], [-3.167, -2.774, -0.758], [-4.366, -2.473, -1.339], [-4.870, -1.175, -1.259], [-4.087, -0.208, -0.604], [-2.869, -0.524, -0.040], [-1.891, 0.721, 0.632], [-2.708, -3.750, -0.784], [-4.906, -3.249, -1.867], [-5.813, -0.908, -1.709], [-4.404, 0.820, -0.543], [6.272, 2.057, 1.445], [5.393, 1.611, 0.373], [6.058, 1.561, -0.921], [4.665, 0.210, 0.718], [3.353, 0.368, 0.846], [2.578, -0.599, 1.073], [2.882, 1.754, 0.669], [1.581, 2.250, 0.790], [1.340, 3.578, 0.525], [2.382, 4.432, 0.131], [3.690, 3.948, 0.036], [3.919, 2.629, 0.315], [0.774, 1.571, 1.096], [0.334, 3.971, 0.618], [2.174, 5.469, -0.094], [4.505, 4.599, -0.256], [-4.858, 0.855, 5.417], [-3.357, 0.285, 4.730], [-2.259, 1.133, 4.693], [-1.074, 0.677, 4.172], [-0.935, -0.641, 3.677], [0.283, -1.104, 3.097], [-2.078, -1.472, 3.753], [-3.272, -1.017, 4.257], [-2.346, 2.144, 5.071], [-0.223, 1.339, 4.119], [0.399, -2.186, 3.065], [1.183, -0.585, 3.419], [-2.006, -2.482, 3.381], [-4.142, -1.662, 4.283], [0.718, -2.056, -1.891], [0.788, -2.304, -3.413], [0.898, -1.035, -4.130], [-0.306, -0.252, -3.878], [-0.505, -0.060, -2.358], [0.628, -0.622, -1.627], [1.858, 0.007, -2.102], [2.046, -0.296, -3.607], [1.610, -2.423, -1.381], [-0.147, -2.546, -1.443], [-0.110, -2.811, -3.781], [1.654, -2.917, -3.682], [-1.154, -0.780, -4.328], [-0.190, 0.708, -4.389], [-1.412, -0.569, -2.030], [-0.597, 0.996, -2.093], [2.689, -0.386, -1.516], [1.791, 1.081, -1.922], [2.938, -0.901, -3.781], [2.140, 0.624, -4.191]],
  "atomic_forces_ev_per_a": [[0.2, -0.1, -0.1], [-0.6, 0.3, 0.0], [-0.6, -1.0, -0.7], [0.6, 0.8, 0.6], [-0.3, -0.2, -0.2], [1.1, 1.1, 0.8], [-2.0, -1.2, -1.2], [1.7, 0.4, 1.0], [0.2, -0.6, 0.1], [0.1, 0.0, 0.1], [0.1, 0.0, 0.1], [-0.1, 0.0, 0.0], [0.0, 0.1, 0.0], [0.0, 0.0, 0.1], [-0.3, 0.3, 0.0], [0.0, 0.0, -0.2], [1.4, 0.2, -0.3], [-0.8, 2.5, -0.3], [-1.4, -1.4, 0.3], [-0.1, -2.0, 0.4], [-0.6, 0.3, 0.0], [-0.6, -0.7, 0.2], [0.3, 0.9, -0.2], [0.4, -0.2, 0.0], [1.1, -0.1, -0.1], [0.1, 0.5, 0.0], [-0.1, 0.0, 0.0], [0.0, 0.1, 0.0], [0.0, 0.1, 0.0], [-0.3, 0.1, 0.1], [0.1, -0.1, 0.0], [-0.3, 0.0, 0.1], [0.2, -0.5, -0.2], [-0.9, 0.2, 0.7], [0.7, 0.1, -1.0], [0.6, 0.2, -0.1], [-0.3, 0.3, 0.2], [0.0, 0.0, 0.0], [0.1, 0.1, 0.0], [0.0, 0.0, 0.1], [0.0, -0.1, 0.1], [0.0, -0.1, -0.1], [0.0, 0.0, 0.1], [-0.1, -0.3, 0.0], [0.1, 0.0, -0.2], [0.0, -0.1, -0.3], [0.1, 0.0, -0.1], [-0.2, 0.2, -0.1], [-0.2, 0.0, 0.3], [0.4, 0.3, 0.1], [0.1, 0.0, -0.1], [0.0, 0.0, 0.0], [0.1, 0.0, 0.0], [0.0, 0.0, 0.0], [0.0, 0.0, 0.0], [0.0, 0.1, 0.0], [0.0, 0.0, 0.0], [0.0, 0.0, 0.0], [0.0, -0.1, 0.1], [0.0, 0.1, 0.1], [0.0, 0.0, 0.1], [0.0, 0.0, 0.0], [0.1, 0.0, 0.1]],
  "e_above_lowest_kcal_mol": 14.5,
  "total_charge": -2,
  "multiplicity": 4,
  "s2": 3.774,
  "gap_ev": [2.07, 5.95]
}



(3)
{
  "formula": "C2H3AsAuF6O2S3Sb",
  "method": "ωB97M-V/def2-TZVPD",
  "elements": ["Au", "S", "Sb", "S", "S", "F", "As", "F", "F", "F", "F", "F", "C", "C", "O", "O", "H", "H", "H"],
  "positions_angstrom": [[1.097, -0.283, -0.415], [-0.700, -1.746, 3.136], [0.006, 0.740, 2.874], [1.989, 0.363, 1.766], [-1.541, -0.735, 1.652], [0.657, 1.749, -0.837], [-0.221, 3.258, -0.295], [0.187, 3.953, -1.792], [1.250, 3.748, 0.421], [-1.071, 4.613, 0.276], [-0.592, 2.390, 1.232], [-1.635, 2.527, -0.935], [-0.531, -2.803, -1.233], [0.854, -3.172, -0.761], [1.273, -4.292, -0.753], [1.619, -2.169, -0.320], [-0.965, -3.646, -1.764], [-0.519, -1.925, -1.883], [-1.159, -2.571, -0.369]],
  "atomic_forces_ev_per_a": [[0.0, 0.2, 0.0], [0.0, -0.3, 0.1], [0.0, 0.2, 0.1], [0.1, -0.1, 0.0], [-0.1, 0.1, 0.0], [0.0, 0.1, -0.1], [-0.1, 0.3, -0.4], [0.0, 0.0, 0.0], [0.0, 0.0, 0.1], [0.0, 0.0, 0.1], [0.0, -0.1, 0.2], [0.0, -0.1, 0.0], [-0.2, -0.1, 0.0], [-0.1, 0.6, 0.0], [0.1, -0.5, 0.0], [0.3, -0.4, 0.1], [0.0, 0.0, 0.0], [0.0, 0.0, -0.1], [0.0, 0.0, -0.1]],
  "multiplicity": 3,
  "s2": 2.014,
  "gap_ev": [8.22, 6.48]
}



(4)
{
  "formula": "C20H33N3O4S",
  "method": "ωB97M-V/def2-TZVPD",
  "elements": ["C", "C", "N", "S", "O", "O", "C", "C", "O", "N", "C", "C", "C", "C", "N", "C", "O", "C", "C", "C", "C", "C", "C", "C", "C", "C", "C", "C", "H", "H", "H", "H", "H", "H", "H", "H", "H", "H", "H", "H", "H", "H", "H", "H", "H", "H", "H", "H", "H", "H", "H", "H", "H", "H", "H", "H", "H", "H", "H", "H", "H"],
  "positions_angstrom": [[-0.292, 1.385, 4.451], [-1.580, 0.770, 3.928], [-2.408, 1.700, 3.156], [-2.189, 1.911, 1.560], [-2.659, 3.221, 1.238], [-0.863, 1.492, 1.194], [-3.312, 0.749, 0.803], [-2.810, -0.682, 0.902], [-3.159, -1.360, 1.857], [-2.005, -1.158, -0.080], [-1.516, -0.424, -1.235], [-1.566, -2.537, 0.015], [-0.123, -2.773, 0.535], [-0.121, -3.809, 1.651], [0.538, -1.549, 0.940], [1.893, -1.470, 0.913], [2.596, -2.426, 0.620], [2.499, -0.125, 1.237], [3.278, 0.424, 0.044], [3.988, 1.719, 0.431], [2.404, 0.576, -1.183], [1.606, 1.698, -1.383], [0.848, 1.835, -2.537], [0.856, 0.852, -3.521], [0.045, 1.014, -4.783], [-1.383, 0.495, -4.643], [1.623, -0.286, -3.304], [2.387, -0.422, -2.152], [0.284, 0.648, 5.013], [0.325, 1.747, 3.630], [-0.505, 2.224, 5.117], [-1.375, -0.094, 3.302], [-2.194, 0.410, 4.754], [-2.736, 2.540, 3.612], [-4.244, 0.835, 1.354], [-3.467, 1.098, -0.218], [-1.782, 0.625, -1.199], [-0.427, -0.471, -1.287], [-1.925, -0.862, -2.150], [-2.269, -3.065, 0.652], [-1.651, -2.969, -0.985], [0.470, -3.184, -0.286], [-0.640, -4.716, 1.332], [0.901, -4.076, 1.913], [-0.632, -3.421, 2.535], [0.001, -0.706, 1.087], [1.741, 0.592, 1.561], [3.188, -0.283, 2.072], [4.047, -0.314, -0.201], [4.515, 2.144, -0.424], [3.288, 2.471, 0.803], [4.717, 1.530, 1.221], [1.581, 2.484, -0.639], [0.253, 2.732, -2.680], [0.024, 2.070, -5.063], [0.545, 0.490, -5.601], [-1.942, 0.624, -5.571], [-1.387, -0.568, -4.394], [-1.915, 1.029, -3.854], [1.645, -1.068, -4.056], [2.989, -1.312, -2.006]],
  "atomic_forces_ev_per_a": [[0.0, 0.1, 0.0], [0.0, 0.0, 0.2], [0.1, 0.0, -0.2], [-0.1, -0.2, 0.3], [-0.1, 0.2, 0.0], [0.3, -0.1, -0.1], [0.0, 0.1, -0.3], [-0.2, -0.1, 0.0], [0.1, 0.1, 0.1], [0.1, 0.2, 0.2], [0.0, 0.0, -0.1], [-0.1, -0.2, -0.2], [0.0, -0.2, -0.2], [0.0, -0.1, 0.1], [0.0, 0.2, 0.1], [0.0, -0.1, -0.1], [0.0, 0.0, 0.0], [-0.1, 0.0, 0.2], [0.2, 0.1, -0.1], [0.0, 0.1, 0.0], [0.0, 0.0, 0.1], [-0.1, 0.0, 0.0], [0.0, 0.0, 0.1], [-0.1, 0.0, -0.1], [0.1, 0.0, 0.0], [-0.1, 0.0, 0.0], [0.1, 0.0, 0.1], [0.0, -0.1, -0.1], [0.0, 0.0, 0.0], [0.0, 0.0, 0.0], [0.0, 0.0, 0.0], [0.0, 0.0, 0.0], [0.0, 0.0, 0.0], [0.0, 0.0, 0.0], [0.0, -0.1, 0.0], [0.1, 0.0, 0.1], [0.0, 0.0, 0.0], [0.0, 0.0, 0.0], [0.0, 0.0, 0.0], [0.0, 0.1, 0.1], [0.0, 0.0, 0.0], [0.0, 0.1, 0.0], [0.0, 0.0, 0.0], [0.0, 0.0, 0.0], [0.0, 0.0, 0.0], [0.0, 0.0, 0.0], [-0.1, 0.0, -0.1], [0.0, 0.0, 0.0], [-0.1, 0.0, 0.0], [0.0, 0.0, 0.0], [0.0, 0.0, 0.0], [0.0, 0.0, 0.0], [0.0, 0.0, 0.0], [0.0, 0.0, 0.0], [0.0, 0.0, 0.0], [0.0, 0.0, 0.0], [0.0, 0.0, 0.0], [0.0, 0.0, 0.0], [0.0, 0.0, 0.0], [0.0, 0.0, 0.0], [0.0, 0.0, 0.0]],
  "e_above_lowest_kcal_mol": 5.9,
  "gap_ev": 9.42
}